Below is a 6-piece molecular cluster, C20H36BrN6O2PS overall, with properties calculated with wB97M-V/def2-TZVPD.

Values from the calculation:
E_HOMO = -0.333 Eh
Calculated total energy = -4576.0493 hartree
Orbital gap = 9.22 eV
SMILES = C#CCCC[PH](S)(Br)OCCNC[C@H](C)O.CC#N.CC#N.CC#N.CC#N.CC#N

Last columns: bonded neighbours and bond lengths (Å).
Element x y z (Å)
1 C -1.4940 1.0897 3.0706  C2 1.222, H17 1.110
2 C -1.1021 0.8381 1.9403  C1 1.222, C3 1.567
3 C -0.5736 0.6440 0.4776  C2 1.567, C4 1.614, H18 1.136, H19 1.129
4 C 0.5421 -0.5192 0.5697  C3 1.614, C5 1.611, H20 1.135, H21 1.138
5 C 1.9918 0.0665 0.9594  C4 1.611, P6 1.882, H22 1.139, H23 1.137
6 P 3.3817 -0.9674 0.2248  C5 1.882, S7 2.181, Br8 2.329, O9 1.691, H24 1.434
7 S 4.1211 0.6807 -0.9976  P6 2.181, H25 1.379
8 Br 2.6097 -2.7802 1.4673  P6 2.329
9 O 4.8989 -1.2513 0.9149  P6 1.691, C10 1.447
10 C 5.2378 -0.2820 1.9340  O9 1.447, C11 1.584, H26 1.133, H27 1.128
11 C 5.1973 -1.0206 3.3350  C10 1.584, N12 1.493, H28 1.138, H29 1.141
12 N 5.7505 -0.2336 4.4762  C11 1.493, C13 1.488, H30 1.031
13 C 5.4512 1.2212 4.3900  N12 1.488, C14 1.616, H31 1.142, H32 1.131
14 C 6.7005 2.0532 3.7920  C13 1.616, C15 1.586, O16 1.448, H33 1.137
15 C 7.1329 3.1909 4.8088  C14 1.586, H34 1.137, H35 1.127, H36 1.128
16 O 6.3626 2.6637 2.5228  C14 1.448, H37 0.975
17 H -2.0082 1.0700 4.0545  C1 1.110
18 H -1.4148 0.3191 -0.2142  C3 1.136
19 H -0.1452 1.5985 0.0543  C3 1.129
20 H 0.1520 -1.2397 1.3557  C4 1.135
21 H 0.6487 -1.0908 -0.4091  C4 1.138
22 H 2.0539 0.1301 2.0951  C5 1.139
23 H 2.0222 1.1273 0.5508  C5 1.137
24 H 3.0820 -1.7013 -0.9705  P6 1.434
25 H 4.4167 1.7065 -0.1254  S7 1.379
26 H 6.2774 0.1557 1.8227  C10 1.133
27 H 4.5215 0.5883 1.9030  C10 1.128
28 H 4.1594 -1.4385 3.5447  C11 1.138
29 H 5.8672 -1.9381 3.2242  C11 1.141
30 H 5.2135 -0.5587 5.2946  N12 1.031
31 H 5.3579 1.5881 5.4671  C13 1.142
32 H 4.4726 1.4839 3.8884  C13 1.131
33 H 7.5221 1.2762 3.6703  C14 1.137
34 H 6.1878 3.6965 5.1882  C15 1.137
35 H 7.6786 2.7192 5.6743  C15 1.127
36 H 7.7772 3.9816 4.3280  C15 1.128
37 H 5.6523 3.3020 2.7202  O16 0.975
38 C -2.2821 -3.5458 -0.5812  C39 1.487, H41 1.090, H42 1.090, H43 1.091
39 C -1.7944 -2.3623 -1.3372  C38 1.487, N40 1.157
40 N -1.4004 -1.4421 -1.9164  C39 1.157
41 H -1.5435 -4.3463 -0.6303  C38 1.090
42 H -2.4469 -3.2761 0.4623  C38 1.090
43 H -3.2205 -3.8982 -1.0114  C38 1.091
44 C -0.5003 3.0467 -2.8921  C45 1.488, H47 1.090, H48 1.090, H49 1.090
45 C -0.3664 3.5565 -1.5008  C44 1.488, N46 1.154
46 N -0.2637 3.9501 -0.4205  C45 1.154
47 H 0.2858 2.3194 -3.0972  C44 1.090
48 H -1.4711 2.5670 -3.0193  C44 1.090
49 H -0.4152 3.8724 -3.5987  C44 1.090
50 C -4.4766 -1.1266 -3.9586  C51 1.485, H53 1.083, H54 1.090, H55 1.090
51 C -5.1095 -2.1814 -3.1275  C50 1.485, N52 1.155
52 N -5.5888 -3.0034 -2.4731  C51 1.155
53 H -5.0133 -1.0164 -4.8927  C50 1.083
54 H -4.4933 -0.1762 -3.4256  C50 1.090
55 H -3.4424 -1.3965 -4.1717  C50 1.090
56 C -6.4833 1.8616 -5.9827  C57 1.487, H59 1.090, H60 1.091, H61 1.090
57 C -5.2125 1.0917 -6.0534  C56 1.487, N58 1.154
58 N -4.2272 0.4926 -6.1074  C57 1.154
59 H -7.1189 1.6053 -6.8303  C56 1.090
60 H -7.0098 1.6240 -5.0577  C56 1.091
61 H -6.2703 2.9304 -6.0072  C56 1.090
62 C -8.9735 -4.1891 -1.6201  C63 1.488, H65 1.090, H66 1.091, H67 1.090
63 C -10.1422 -3.2720 -1.5383  C62 1.488, N64 1.154
64 N -11.0482 -2.5603 -1.4752  C63 1.154
65 H -8.9984 -4.7382 -2.5614  C62 1.090
66 H -8.0471 -3.6161 -1.5672  C62 1.091
67 H -9.0007 -4.8991 -0.7932  C62 1.090